Entry 1:
Entry from the OMol25 dataset: a 2-piece molecular cluster, C4H12N2 overall at a distorted geometry (ωB97M-V/def2-TZVPD).

Calculated values
**Net charge**: +2
**Molar mass**: 88.15 g mol⁻¹
**E_LUMO**: -0.37553 Ha
**Energy relative to the best compared isomer or geometry (same formula, charge and spin)**: 4.213 eV
**Highest occupied orbital energy**: -18.92 eV

Atoms and positions in Å:
C 0.1193 0.3599 -0.7875
C 0.6249 -0.7847 -0.0484
C -0.6565 -0.8305 0.8323
C -1.9219 -0.5711 0.4790
N -0.3570 -1.4484 2.1360
N 1.3234 2.3119 -1.9292
H -0.4039 0.0514 -1.7161
H 0.0388 1.3834 -0.3811
H 0.7655 -1.7524 -0.6413
H 1.5952 -0.5706 0.4975
H -2.7266 -1.2233 0.9552
H -2.2396 0.0955 -0.3742
H 0.5650 -1.2303 2.4928
H -0.3696 -2.4999 2.0411
H -0.9468 -1.1463 2.9357
H 0.7322 2.9321 -2.5107
H 1.8286 2.9831 -1.3660
H 2.0290 1.9401 -2.6151

***

Entry 2:
Entry from the OMol25 dataset: the molecule C3H5N3 at a distorted geometry (ωB97M-V/def2-TZVPD).

Calculated values
**Molar mass**: 83.09 g mol⁻¹
**E_LUMO (spin up / spin down)**: 0.01369 / 0.01370 Ha
**Energy relative to the best compared isomer or geometry (same formula, charge and spin)**: 3.638 eV
**Highest occupied orbital energy (spin up / spin down)**: -7.95 / -7.95 eV

Atoms and positions in Å:
N -2.0187 -0.4434 -0.0134
C -0.7521 -0.4535 0.2272
N 0.2506 -1.3908 0.3757
N 1.3445 -0.6798 0.0084
C 1.2181 0.5872 -0.3115
C -0.2156 0.9202 -0.0541
H -1.2018 1.0239 -0.6309
H -2.5954 -1.2158 0.2581
H 2.2106 -1.2163 -0.0583
H 2.0896 1.1945 -0.5349
H -0.3298 1.6737 0.7337

***

Entry 3:
Entry from the OMol25 dataset: C36H101N9O11Ti2 as an isolated structure at a distorted geometry (ωB97M-V/def2-TZVPD).

Calculated values
**Molar mass**: 931.99 g mol⁻¹
**Multiplicity**: 7
**E_LUMO (spin up / spin down)**: 0.02100 / 0.01328 Ha
**⟨S²⟩**: 12.00
**Highest occupied orbital energy (spin up / spin down)**: -3.65 / -8.60 eV

Atoms and positions in Å:
Ti -2.2757 1.0263 -0.9662
Ti 0.4590 -0.9799 -0.7801
O -0.9084 0.2770 0.6595
H -0.6276 1.1844 0.8879
O -0.9939 -0.1806 -2.3723
H -1.4411 -0.3267 -3.2286
C 6.6536 3.7116 4.8338
C 5.6366 4.2667 3.8476
C 4.1805 4.3884 4.3344
O 3.5835 3.0667 4.5547
C 3.0908 2.4498 3.3872
N 6.1071 5.5948 3.5911
H 6.6315 4.2974 5.7527
H 7.6456 3.5110 4.4293
H 6.3066 2.7209 5.1272
H 5.7066 3.6847 2.9287
H 3.6335 5.0571 3.6698
H 4.2966 4.9162 5.2810
H 3.8393 2.2999 2.6091
H 2.2111 3.0332 3.1153
H 2.7400 1.4564 3.6670
H 5.5742 5.9420 2.8066
H 7.0586 5.6980 3.2683
C 3.6844 1.8374 -2.7285
C 2.2214 1.8505 -2.2147
C 1.3969 2.8596 -2.9400
O 1.6560 4.2011 -2.4584
C 0.9917 5.3033 -3.0016
N 1.6206 0.5419 -2.4841
H 4.0476 2.8534 -2.8830
H 3.8392 1.4037 -3.7165
H 4.4107 1.4884 -1.9945
H 2.3220 2.0237 -1.1433
H 0.3534 2.6299 -2.7246
H 1.5936 2.9096 -4.0110
H 0.6559 5.7892 -2.0855
H 0.1188 5.0172 -3.5883
H 1.6733 5.9438 -3.5613
H 1.6858 0.1409 -3.4088
H 0.6116 0.5238 -2.4421
C 4.2069 -1.6801 2.1903
C 4.3668 -0.4131 1.3604
C 5.8727 0.1199 1.3236
O 5.7564 1.2519 0.4061
C 6.9874 1.7292 -0.0617
N 3.9492 -0.7315 0.0191
H 4.6110 -2.5712 1.7100
H 3.1551 -1.9178 2.3495
H 4.5967 -1.6760 3.2082
H 3.6320 0.3457 1.6293
H 6.5763 -0.6957 1.1572
H 6.2389 0.5249 2.2670
H 6.7826 2.3919 -0.9024
H 7.7199 0.9485 -0.2669
H 7.4671 2.4101 0.6415
H 3.8810 0.1682 -0.4348
H 4.7841 -1.1010 -0.4129
C -2.7493 1.3442 5.1874
C -2.1678 1.6134 3.7676
C -0.6398 1.7550 3.6104
O -0.1581 2.9345 4.2510
C 0.1952 2.7490 5.5688
N -2.3974 0.4713 2.9263
H -2.7324 2.2546 5.7865
H -2.1093 0.6411 5.7205
H -3.7772 1.0032 5.0632
H -2.6495 2.4880 3.3303
H -0.3927 1.9683 2.5704
H -0.0177 0.9078 3.8989
H 0.5295 3.6658 6.0544
H 1.1119 2.1609 5.6123
H -0.5539 2.2831 6.2091
H -1.8417 -0.3087 3.2471
H -1.9235 0.6733 2.0575
C -2.7207 -3.2955 -0.3290
C -2.4272 -3.0145 1.0917
C -2.4606 -4.2453 1.9833
O -1.9624 -3.7360 3.2187
C -1.8310 -4.6669 4.3481
N -1.0979 -2.4012 1.1366
H -2.1353 -4.0557 -0.8463
H -2.5968 -2.4202 -0.9667
H -3.7442 -3.6574 -0.4277
H -3.1447 -2.2977 1.4910
H -1.7992 -5.0526 1.6687
H -3.4437 -4.6606 2.2053
H -0.9505 -5.2593 4.0995
H -2.7317 -5.2797 4.3854
H -1.7646 -4.0109 5.2161
H -0.6909 -2.7151 2.0060
H -1.0305 -1.3979 1.0421
C 3.0979 -4.3891 -0.3457
C 2.2530 -4.0710 -1.5460
C 0.9015 -4.8074 -1.4836
O 0.9920 -6.1704 -1.6105
C -0.3054 -6.7407 -1.4203
N 2.1134 -2.6545 -1.6104
H 3.0760 -5.4737 -0.2398
H 2.7275 -3.9719 0.5907
H 4.1584 -4.1439 -0.4050
H 2.7289 -4.5090 -2.4233
H 0.2673 -4.3828 -2.2618
H 0.3776 -4.5154 -0.5734
H -0.1463 -7.8110 -1.2892
H -0.8867 -6.8043 -2.3401
H -0.9438 -6.2749 -0.6695
H 2.0019 -2.5623 -2.6100
H 2.9584 -2.1778 -1.3296
C -5.9693 0.7311 1.0719
C -5.3174 -0.4833 0.4226
C -5.9203 -0.8705 -0.9079
O -7.0790 -1.7288 -0.7517
C -6.8684 -3.1764 -0.6263
N -3.8460 -0.1913 0.2970
H -5.5026 1.0060 2.0178
H -6.9277 0.4023 1.4737
H -6.0036 1.6176 0.4387
H -5.3742 -1.2828 1.1614
H -5.2352 -1.4480 -1.5286
H -6.1697 0.1318 -1.2560
H -6.2298 -3.5846 -1.4097
H -7.7780 -3.7740 -0.5683
H -6.4774 -3.4225 0.3610
H -3.3124 -0.9760 -0.0488
H -3.4582 -0.0979 1.2249
C -3.7821 3.1755 -3.2492
C -4.3382 4.2375 -2.2453
C -3.2040 4.5699 -1.2407
O -3.0059 3.4040 -0.3596
C -2.0637 3.7946 0.6740
N -4.9059 5.2912 -3.0199
H -4.3016 3.0416 -4.1981
H -3.7430 2.2054 -2.7538
H -2.7541 3.2483 -3.6041
H -5.1472 3.7863 -1.6708
H -3.5052 5.4522 -0.6758
H -2.3687 4.9123 -1.8515
H -2.5050 4.6290 1.2191
H -1.1037 4.1199 0.2734
H -1.8655 2.9448 1.3272
H -5.6637 5.8072 -2.5961
H -4.2372 6.0440 -2.9412
C -0.0904 -1.3234 -6.2081
C -0.4112 -2.3004 -5.1505
C -0.4757 -3.8209 -5.6078
O -1.0420 -4.6215 -4.5399
C -2.2102 -5.2243 -4.8762
N 0.4764 -2.0053 -4.1039
H -0.7780 -1.3155 -7.0538
H 0.9557 -1.3251 -6.5142
H -0.2461 -0.3284 -5.7911
H -1.4070 -2.0349 -4.7957
H 0.4897 -4.2585 -5.8619
H -1.0461 -3.9971 -6.5198
H -2.6926 -5.6944 -4.0192
H -2.0859 -5.9523 -5.6779
H -2.9402 -4.5755 -5.3603
H 0.0847 -2.2056 -3.1947
H 0.2422 -1.0281 -4.0024

***

Entry 4:
Entry from the OMol25 dataset: C14H39Cl2LuN3O2P3 as an isolated structure at a distorted geometry (ωB97M-V/def2-TZVPD).

Calculated values
**Net charge**: +2
**Molar mass**: 620.28 g mol⁻¹
**E_LUMO**: -0.21682 Ha
**Energy relative to the best compared isomer or geometry (same formula, charge and spin)**: 0.000 eV
**Highest occupied orbital energy**: -14.73 eV

Atoms and positions in Å:
C -0.2447 5.2091 -4.0545
C -0.1547 4.0797 -3.0858
H -0.8800 4.9801 -4.9201
H 0.7785 5.4634 -4.4078
H -0.6318 6.1114 -3.5383
O -0.7931 3.0154 -3.0004
Cl 1.1014 4.4464 -1.9072
Lu -0.1208 1.3825 -0.9835
P 2.3428 0.2233 -1.9132
C 2.6068 -1.4012 -2.7344
C 2.9771 1.3473 -3.2053
H 3.9354 0.9661 -3.5819
H 4.7072 0.0061 -1.5284
H 3.1122 2.3416 -2.7634
H 3.9552 1.1381 -0.3445
H 1.9376 -1.4977 -3.6057
H 2.2518 1.4022 -4.0285
C 3.8420 0.1778 -0.8665
H 3.6552 -1.4626 -3.0765
H 3.7796 -0.6374 -0.1285
H 2.4067 -2.2176 -2.0265
P -2.2539 2.0505 1.0121
C -3.8823 1.2694 1.3927
C -1.8341 2.4919 2.7479
H -1.9834 4.3829 0.4317
H -3.5166 4.1029 1.3203
H -3.3942 3.6629 -0.4163
C -2.8482 3.7176 0.5361
H -0.9633 3.1627 2.7471
H -2.6996 3.0151 3.1885
H -4.4697 1.9396 2.0427
H -3.7327 0.3105 1.9125
H -1.6129 1.5968 3.3507
H -4.4402 1.0965 0.4598
Cl 1.2074 2.7324 0.5410
C -0.5633 -3.1369 -1.5506
N 0.0818 -3.1230 -0.2272
C 0.2725 -4.5051 0.2848
P -0.1587 -1.7989 0.7240
O -0.2349 -0.4697 -0.1114
N -1.4421 -2.0873 1.7060
C -1.4388 -1.7813 3.1402
C -2.6632 -2.7223 1.2115
N 1.1487 -1.5991 1.6725
C 2.1212 -2.6105 2.0621
C 1.4442 -0.3020 2.2928
H -0.0707 -3.8943 -2.1799
H -0.4692 -2.1610 -2.0367
H -1.6310 -3.3946 -1.4705
H 1.0400 -4.5672 1.0532
H -0.6576 -4.9092 0.7040
H 0.5917 -5.1281 -0.5635
H -1.6526 -0.7239 3.3490
H -2.2034 -2.4035 3.6228
H -0.4723 -2.0458 3.5847
H -3.2306 -2.0828 0.5194
H -2.4234 -3.6706 0.7023
H -3.3115 -2.9768 2.0604
H 2.9951 -2.0517 2.4204
H 1.7293 -3.2515 2.8672
H 2.4513 -3.2436 1.2255
H 0.7853 0.5001 1.9708
H 1.3522 -0.4243 3.3808
H 2.4696 -0.0406 2.0191

***

Entry 5:
Entry from the OMol25 dataset: C2H4NOP as an isolated structure at a distorted geometry (ωB97M-V/def2-TZVPD).

Calculated values
**Molar mass**: 89.03 g mol⁻¹
**E_LUMO**: -0.00201 Ha
**Energy relative to the best compared isomer or geometry (same formula, charge and spin)**: 2.146 eV
**Highest occupied orbital energy**: -8.55 eV

Atoms and positions in Å:
C 0.9512 0.1343 0.2586
C 2.0455 0.5436 -0.3431
N -0.1227 -0.2321 0.6998
O -2.8108 0.1910 -1.2302
P -2.3566 0.2094 0.1362
H 2.0984 0.5227 -1.4690
H 2.8560 1.0745 0.1732
H -0.2163 -1.1283 1.0841
H -2.4447 -1.3150 0.6906

***

Entry 6:
Entry from the OMol25 dataset: the molecule CH3Cl2OP at a distorted geometry (ωB97M-V/def2-TZVPD).

Calculated values
**Molar mass**: 132.91 g mol⁻¹
**SMILES**: POC(Cl)Cl
**E_LUMO**: 0.02230 Ha
**Energy relative to the best compared isomer or geometry (same formula, charge and spin)**: 3.348 eV
**Highest occupied orbital energy**: -9.94 eV

Atoms and positions in Å:
P 1.1077 -0.4435 -1.0585
O 0.4259 -0.1668 0.4707
C -0.8941 0.0552 0.6276
Cl -1.4784 1.4637 -0.2000
Cl -1.7538 -1.4488 0.0920
H 2.2122 -0.7131 -0.1646
H 1.5857 0.9571 -1.4970
H -1.2053 0.2963 1.7298

***

Taking the records one at a time from the top gives calculated total energy values of -268.3259; -281.4564; -4451.1523; -4051.2473; -549.8617; -1376.8391 hartree.